(1)
Formula: C5H10N2O
Source: the OMol25 dataset
Level of theory: ωB97M-V with the def2-TZVPD basis set

Geometry as XYZ:
```
18
Properties=species:S:1:pos:R:3:forces:R:3
C -1.3308 -0.4355 1.1255 0.0 0.1 -0.3
C -0.4911 0.0457 -0.0249 -0.8 -0.3 -1.0
C -1.0113 0.4240 -1.2215 -0.2 0.6 1.0
N -2.3474 0.4816 -1.5279 -0.3 -0.1 0.1
C 0.9503 0.0010 0.0714 1.3 0.1 -0.5
C 1.6196 -0.1367 1.4064 0.3 0.3 -0.2
N 1.5795 0.0619 -1.0512 0.2 0.1 0.0
O 2.9834 0.1822 -0.9535 -0.1 -0.2 0.4
H -2.2380 -0.9260 0.7719 -0.1 0.0 0.1
H -1.6306 0.3963 1.7649 -0.1 0.0 0.1
H -0.7960 -1.1602 1.7341 0.0 0.0 0.1
H -0.3796 0.9004 -1.9564 0.2 -0.3 -0.1
H -2.9724 -0.0764 -0.9673 0.0 0.0 -0.2
H -2.5895 0.5414 -2.5026 0.0 0.0 0.1
H 2.6280 0.2672 1.3450 0.0 -0.1 0.1
H 1.0677 0.3935 2.1789 0.0 0.0 0.1
H 1.6928 -1.1887 1.6829 0.0 0.0 0.0
H 3.2652 0.2282 -1.8757 -0.3 -0.1 0.2
```
Positions in Å, forces in eV/Å.

Calculated values
- Calculated total energy: -381.198442 Ha
- Relative energy (zero: lowest compared OMol25 entry of this formula, charge and spin): 228.4 kJ/mol
- Gap between HOMO and LUMO: 8.302 eV
- Max |F|: 1.42 eV/A
- Lowest unoccupied orbital energy: 0.91 eV
- Molecular weight: 114.15 g/mol
- SMILES string: CC(=C\N)/C(C)=N/O


(2)
Formula: C5H10N2O
Source: the OMol25 dataset
Level of theory: ωB97M-V with the def2-TZVPD basis set

Geometry as XYZ:
```
18
Properties=species:S:1:pos:R:3:forces:R:3
C -2.2642 1.1793 -0.2697 0.9 0.3 0.4
C -0.5650 -1.6619 0.7594 1.0 0.6 0.2
C -0.8002 0.7816 -0.2357 -3.1 -4.8 2.4
C -0.1592 -0.3439 0.1663 -3.3 -1.2 0.1
H -0.2346 -1.6812 1.8054 -0.2 -0.1 0.1
H -2.4313 2.0706 -0.8768 -0.1 -0.2 -0.1
H -2.5925 1.3913 0.7542 0.1 0.2 -0.1
H -2.8860 0.3343 -0.5813 0.3 0.2 -0.3
H -1.6443 -1.8218 0.7416 0.2 -0.1 -0.2
H -0.0080 -2.4824 0.2990 -0.4 -0.1 -0.3
C 1.0973 0.2733 -0.3032 -0.1 -1.7 1.1
N 1.6669 -0.3176 -1.4663 0.4 0.3 -1.1
N 2.0973 0.4560 0.6954 0.8 1.2 0.8
O 0.2747 1.4163 -0.5686 4.0 5.4 -2.8
H 1.7273 1.0068 1.4662 0.0 -0.1 -0.1
H 1.7075 0.3891 -2.1972 -0.1 -0.2 0.0
H 2.6359 -0.5588 -1.2897 0.0 0.1 0.1
H 2.3786 -0.4310 1.1009 -0.1 0.0 -0.2
```
Positions in Å, forces in eV/Å.

Calculated values
- Calculated total energy: -381.193995 Ha
- Relative energy (zero: lowest compared OMol25 entry of this formula, charge and spin): 240.1 kJ/mol
- Gap between HOMO and LUMO: 8.470 eV
- Max |F|: 7.26 eV/A
- Lowest unoccupied orbital energy: 0.93 eV
- Molecular weight: 114.15 g/mol


(3)
Formula: C5H10N2O
Source: the OMol25 dataset
Level of theory: ωB97M-V with the def2-TZVPD basis set

Geometry as XYZ:
```
18
Properties=species:S:1:pos:R:3:forces:R:3
C 0.6570 1.2546 0.1427 -0.1 3.0 0.9
C 1.9442 -0.7306 -0.3265 2.2 -1.8 1.7
C -0.6874 -0.7797 -0.3597 1.1 3.5 0.4
C -1.5207 -0.4800 1.0013 -2.7 -4.1 3.7
C -1.7565 0.2186 -0.8709 -2.0 1.2 -2.8
H -0.4307 1.3746 0.5317 2.4 1.1 -1.5
H 1.1654 2.1456 -0.6136 -1.9 -2.6 2.0
H 1.1664 1.4231 1.1364 0.3 -0.8 -1.2
H 1.8091 -1.7700 -0.9133 0.9 2.1 1.3
H 3.9004 -0.7917 0.3275 1.8 -2.0 -0.9
H -0.5781 -1.6418 -1.1103 -0.7 0.5 2.2
H -1.8862 -1.4500 1.7863 1.9 2.8 -2.1
H -1.1333 0.4981 1.8176 -1.4 -3.1 -3.0
H -1.5731 1.4624 -0.7363 -0.8 -4.0 -0.2
H -1.9255 0.0502 -2.0633 -0.5 0.4 2.9
N 0.6769 -0.0785 -0.4063 1.8 0.0 1.1
N 3.0579 -0.3383 0.4155 -8.1 1.3 -2.8
O -2.8858 -0.3667 0.2414 6.0 2.6 -1.8
```
Positions in Å, forces in eV/Å.

Calculated values
- Calculated total energy: -380.971583 Ha
- Relative energy (zero: lowest compared OMol25 entry of this formula, charge and spin): 824.0 kJ/mol
- Gap between HOMO and LUMO: 9.731 eV
- Max |F|: 8.66 eV/A
- Lowest unoccupied orbital energy: 0.82 eV
- Molecular weight: 114.15 g/mol


Which value of max |F| does entry 3 give? 8.66 eV/A


The lowest relative energy (zero: lowest compared OMol25 entry of this formula, charge and spin) belongs to which entry? number 1